[1]
C35H45AsN5O2PtS2 | wB97M-V/def2-TZVPD

The calculation puts the LUMO energy (alpha / beta) at -0.0828 / -0.1840 Ha. The HOMO energy (alpha / beta) comes out at -9.91 / -11.11 eV. The gap between HOMO and LUMO (alpha / beta) is 0.281 / 0.224 hartree.

```
! RIJCOSX wB97M-V def2-TZVPD def2/J DEFGRID3
* xyz 1 5
Pt 0.42518 -0.75170 0.04304
C 4.50932 -4.44197 -1.60594
C 3.24024 -5.26426 -1.45525
N 2.01577 -4.49406 -1.73120
C 1.32822 -4.80287 -2.98935
C 2.17179 -4.47709 -4.20972
C 1.54330 -3.66963 -0.79758
S 0.04778 -2.80144 -1.10404
N 2.19107 -3.64940 0.36376
C 2.44884 -2.61691 1.12870
O 2.37064 -1.38875 0.77682
C 2.93717 -2.89020 2.50763
C 3.11810 -1.82525 3.38715
C 3.54297 -2.06183 4.68444
C 3.79302 -3.36110 5.10577
C 3.61811 -4.42463 4.23008
C 3.19035 -4.19128 2.93374
H 5.37915 -5.06542 -1.39816
H 4.51535 -3.61071 -0.90137
H 4.61175 -4.04332 -2.61545
H 3.16480 -5.65846 -0.44284
H 3.23525 -6.10707 -2.14570
H 0.40258 -4.23753 -3.01845
H 1.06242 -5.86268 -2.97075
H 2.37406 -3.40613 -4.26824
H 1.63289 -4.77216 -5.10971
H 3.12481 -5.00528 -4.21073
H 2.92986 -0.81858 3.03961
H 3.68290 -1.23426 5.36716
H 4.12737 -3.54605 6.11819
H 3.81638 -5.43601 4.55875
H 3.04777 -5.01118 2.24353
C -2.34299 6.55459 1.09662
C -2.45219 5.41605 2.09708
N -1.28207 4.51973 2.09528
C -0.19082 4.79401 3.03414
C 0.91381 5.66390 2.45387
C -1.19673 3.55489 1.18360
S 0.18268 2.49604 1.17731
N -2.19405 3.41738 0.30506
C -2.05434 2.41183 -0.56065
O -1.06451 1.62703 -0.59076
C -3.14512 2.18302 -1.54347
C -3.16905 0.99362 -2.26999
C -4.19108 0.75380 -3.17206
C -5.18429 1.70787 -3.36085
C -5.15655 2.89684 -2.64670
C -4.14201 3.13413 -1.73293
H -3.27932 7.11281 1.07763
H -2.16076 6.16498 0.09545
H -1.54493 7.25019 1.35333
H -3.32943 4.81204 1.87924
H -2.54350 5.79258 3.11537
H 0.21123 3.83731 3.37464
H -0.63845 5.27560 3.90261
H 1.38824 5.18335 1.59837
H 1.67879 5.83687 3.21125
H 0.53060 6.63226 2.13611
H -2.38967 0.26000 -2.10843
H -4.22119 -0.17565 -3.72566
H -5.98560 1.51986 -4.06319
H -5.93409 3.63414 -2.79339
H -4.11944 4.04632 -1.15246
C -0.58274 -1.16546 2.14206
C -1.89509 -0.76820 1.79389
C -2.71499 -1.60471 0.98703
C -3.95866 -1.19087 0.58151
C -4.43185 0.06768 0.97300
C -3.67154 0.88506 1.81984
C -2.42714 0.47401 2.22641
C -5.70089 0.53529 0.48802
N -6.70937 0.92331 0.09570
H -0.32871 -2.22034 2.06200
H -0.03866 -0.60369 2.89132
H -2.33420 -2.57193 0.68320
H -4.57359 -1.81902 -0.04814
H -4.07120 1.83912 2.13494
H -1.83141 1.09863 2.87836
C 0.44405 0.22030 -3.43656
As 1.51135 0.30723 -1.83063
C 2.05300 2.15413 -1.75011
C 3.14027 -0.62587 -2.25691
H 1.10861 0.12282 -4.29452
H -0.13950 1.13529 -3.52052
H -0.22200 -0.63719 -3.38690
H 2.51400 2.41059 -2.70445
H 2.77021 2.29021 -0.94349
H 1.18056 2.77463 -1.56949
H 3.58778 -0.17739 -3.14324
H 2.90998 -1.67437 -2.44248
H 3.81930 -0.55940 -1.41007
*
```


[2]
C42H33AsClCsF6O11P3S2 | wB97M-V/def2-TZVPD

The calculation puts the LUMO energy (alpha / beta) at 0.1276 / 0.1104 Ha. The HOMO energy (alpha / beta) comes out at -3.98 / -4.07 eV. The gap between HOMO and LUMO (alpha / beta) is 0.274 / 0.260 hartree.

```
! RIJCOSX wB97M-V def2-TZVPD def2/J DEFGRID3
* xyz -2 2
Cs 0.27039 -0.35317 -0.62654
O 1.32088 -1.67278 3.74362
S 0.45073 -0.62084 3.14082
C -1.25647 -1.05107 3.62466
C -1.36239 -2.24602 4.31897
C -2.59138 -2.61190 4.85365
C -3.68985 -1.78303 4.70442
C -3.56807 -0.60209 3.98400
C -2.35976 -0.22392 3.40756
P -2.21374 1.29269 2.37639
C -3.19591 2.46950 3.39910
C -2.83171 2.58373 4.74358
C -3.42472 3.52225 5.57056
C -4.39505 4.37898 5.06327
C -4.75402 4.28038 3.72838
C -4.15759 3.33666 2.89977
C -3.39171 0.97865 1.02046
C -4.31009 -0.05939 0.92794
C -5.18135 -0.12621 -0.14510
C -5.13464 0.83277 -1.14681
C -4.19542 1.84919 -1.08582
C -3.32455 1.91284 -0.01095
C 0.54600 0.83171 4.22310
C 0.31297 0.61288 5.57703
C 0.38063 1.67668 6.46021
C 0.66993 2.94727 5.97477
C 0.93363 3.14060 4.63065
C 0.91031 2.07974 3.72202
P 1.40825 2.19679 1.93625
C 1.37390 4.00228 1.67746
C 0.14750 4.64836 1.83609
C 0.01313 5.99256 1.53829
C 1.10303 6.70753 1.05607
C 2.31825 6.06747 0.87650
C 2.45419 4.72059 1.18905
C 3.19379 1.84377 2.15510
C 3.95446 2.35089 3.21221
C 5.29565 2.04739 3.32682
C 5.90116 1.22328 2.37941
C 5.16471 0.71375 1.32865
C 3.81090 1.02401 1.21819
H -0.47183 -2.84676 4.44447
H -2.68438 -3.54309 5.39934
H -4.64543 -2.05582 5.13369
H -4.43057 0.04110 3.85330
H -2.06631 1.93307 5.15161
H -3.11960 3.58592 6.60762
H -4.86226 5.11798 5.70201
H -5.50539 4.94127 3.31429
H -4.46407 3.27997 1.86113
H -4.33435 -0.84589 1.67326
H -5.86614 -0.96027 -0.22149
H -5.78548 0.74767 -2.00605
H -4.08987 2.56370 -1.88954
H -2.55781 2.68065 -0.00887
H 0.07798 -0.38416 5.92346
H 0.19475 1.51880 7.51546
H 0.70291 3.79104 6.65318
H 1.17929 4.13242 4.27099
H -0.71948 4.09350 2.18044
H -0.95188 6.46815 1.66004
H 0.99647 7.75472 0.80275
H 3.16618 6.60412 0.47188
H 3.40758 4.23215 1.02340
H 3.48142 2.98504 3.95382
H 5.87420 2.43848 4.15332
H 6.95015 0.97278 2.47527
H 5.60879 0.05562 0.59596
H 3.26022 0.58993 0.38931
O 4.48095 0.95913 -2.21528
As 3.12884 2.06583 -2.15797
O 3.50570 3.49200 -2.88528
O 2.04723 1.05012 -3.21530
C 1.21740 1.72310 -4.08342
C 1.44852 1.51544 -5.43504
C 0.66438 2.16145 -6.37553
C -0.33676 3.02908 -5.97240
C -0.57332 3.22600 -4.61953
C 0.18845 2.56720 -3.66307
S -0.30971 2.67059 -1.96745
O 0.94360 2.72410 -1.19633
O -1.11845 3.86347 -1.83250
O -0.98954 1.40836 -1.72417
H 4.29465 0.04994 -1.91261
H 2.24961 0.84583 -5.71435
H 0.84550 1.98793 -7.43005
H -0.94720 3.54439 -6.70260
H -1.36358 3.88087 -4.28420
F 2.37610 -1.55530 -0.21840
P 3.54761 -2.72270 -0.42486
F 4.69990 -3.81885 -0.61673
F 4.48973 -1.58729 -1.18099
F 2.59730 -3.78414 0.31813
F 4.19683 -2.26960 0.98036
F 2.88887 -3.08030 -1.84597
O -3.11503 -0.88764 -2.81134
Cl -2.06654 -1.68913 -2.23784
O -2.28581 -3.09195 -2.46676
O -0.77307 -1.28579 -2.80583
O -2.00804 -1.43792 -0.78470
*
```


[3]
C6H12O | wB97M-V/def2-TZVPD

The calculation puts the LUMO energy at 0.0403 Ha. The HOMO energy comes out at -8.84 eV. The SMILES is C=CCC.CC=O. The gap between HOMO and LUMO is 0.365 hartree.

```
! RIJCOSX wB97M-V def2-TZVPD def2/J DEFGRID3
* xyz 0 1
C -0.69250 1.85322 1.15110
C -0.80407 0.54719 0.94776
C -1.23838 -0.07803 -0.34371
C -1.13376 -1.59398 -0.55751
H -0.45725 2.24149 2.13234
H -0.77987 2.57583 0.33979
H -0.80669 -0.15711 1.77666
H -1.07994 0.50577 -1.25814
H -2.26153 0.15711 -0.02527
H -2.07082 -1.93670 -1.00698
H -0.32678 -1.95284 -1.21172
H -1.02043 -2.10936 0.40249
C 2.04622 -0.51477 -0.01614
C 1.44700 0.62615 -0.79851
O 1.38418 1.75122 -0.36656
H 1.56822 -0.62365 0.96459
H 2.00877 -1.46522 -0.55477
H 3.09039 -0.24143 0.16273
H 1.11984 0.41062 -1.83556
*
```


[4]
C6H8N2O3 | wB97M-V/def2-TZVPD

The calculation puts the LUMO energy at 0.0322 Ha. The HOMO energy comes out at -9.31 eV. The SMILES is CN(C)C(=O)Oc1ccon1. The gap between HOMO and LUMO is 0.374 hartree.

```
! RIJCOSX wB97M-V def2-TZVPD def2/J DEFGRID3
* xyz 0 1
C -1.27207 1.86104 0.61712
N -0.42404 1.63417 -0.46176
C 0.21745 2.67359 -1.22530
C 0.02995 0.37572 -0.72135
O 0.72951 0.02731 -1.67508
O -0.41340 -0.40798 0.31144
C 0.20100 -1.62601 0.53100
C 0.03293 -2.95663 0.12195
C 0.92312 -3.69138 0.86893
O 1.45597 -2.82789 1.72757
N 1.06298 -1.59604 1.50316
H -1.90044 1.00177 0.76638
H -0.62535 2.11802 1.49561
H -1.88507 2.80505 0.33841
H -0.34589 2.88291 -2.10531
H 0.52004 3.63667 -0.65638
H 0.98108 2.15955 -1.79425
H -0.54981 -3.41970 -0.66777
H 1.26203 -4.65018 1.02564
*
```


[5]
C57H60N9O2ReS2 | wB97M-V/def2-TZVPD

The calculation puts the LUMO energy (alpha / beta) at -0.1586 / -0.1509 Ha. The HOMO energy (alpha / beta) comes out at -9.35 / -9.23 eV. The gap between HOMO and LUMO (alpha / beta) is 0.185 / 0.188 hartree.

```
! RIJCOSX wB97M-V def2-TZVPD def2/J DEFGRID3
* xyz 1 2
Re -0.39615 0.62859 0.15261
C -5.90109 -1.44664 2.23298
C -5.36761 -0.10119 2.73289
C -4.37067 0.49702 1.79274
C -4.58392 1.43479 0.81447
C -5.86744 2.10360 0.43798
C -6.51865 1.46013 -0.78885
C -3.32437 1.65082 0.16053
C -3.07365 2.57535 -0.85117
C -1.85015 2.84328 -1.45045
C -1.61357 3.80806 -2.48841
C -2.66990 4.66219 -3.11405
C -3.45528 3.91787 -4.19717
C -0.28065 3.74731 -2.79834
C 0.29821 2.73296 -1.96206
C 1.62819 2.32187 -1.99374
C 2.20955 1.30600 -1.25962
N 1.56038 0.50732 -0.35193
C 2.49732 -0.37399 0.14890
C 2.26697 -1.27371 1.16664
C 1.08210 -1.43506 1.86534
N -0.08935 -0.76212 1.59298
C -1.02630 -1.20675 2.49651
C -2.34592 -0.79880 2.54425
C -2.98546 0.12678 1.71755
N -2.37528 0.82560 0.71375
C -0.41622 -2.17519 3.37611
C 0.88783 -2.30917 2.98712
C 1.93951 -3.18176 3.59475
C 1.99193 -4.58087 2.97564
C -1.13582 -2.91433 4.45664
C -1.94776 -4.09116 3.90537
C 3.77072 -0.13615 -0.48230
C 3.60083 0.92076 -1.33009
C 4.61705 1.56963 -2.21373
C 4.58958 1.00290 -3.63427
C 5.03906 -0.87705 -0.19022
C 5.12486 -2.24584 -0.87043
N -0.66342 2.19605 -1.14854
C 0.46005 4.51563 -3.84609
C 0.61370 3.72315 -5.14762
H -6.61114 -1.87461 2.94040
H -5.08854 -2.16108 2.09069
H -6.40672 -1.32890 1.27384
H -4.91412 -0.22803 3.71905
H -6.19800 0.59337 2.87060
H -5.68760 3.16449 0.24476
H -6.55789 2.06240 1.28181
H -5.84664 1.48788 -1.64878
H -7.43889 1.97704 -1.06043
H -6.76080 0.41458 -0.59507
H -3.91865 3.15758 -1.19713
H -2.20799 5.55224 -3.54378
H -3.35630 5.01987 -2.34248
H -2.79686 3.60586 -5.00844
H -4.23605 4.55135 -4.61766
H -3.92741 3.02018 -3.79338
H 2.27735 2.85336 -2.67712
H 3.09585 -1.90590 1.45859
H -2.95813 -1.25353 3.31250
H 1.74865 -3.25895 4.66778
H 2.91328 -2.69483 3.49942
H 1.09704 -5.14990 3.23001
H 2.85518 -5.13125 3.34999
H 2.06030 -4.52980 1.88760
H -1.79704 -2.22980 4.99404
H -0.41203 -3.27906 5.18750
H -2.68561 -3.75185 3.17667
H -2.47381 -4.60844 4.70748
H -1.29884 -4.80802 3.40247
H 5.61112 1.42637 -1.78861
H 4.44919 2.64838 -2.23604
H 4.91862 -0.03725 -3.63172
H 5.25008 1.56560 -4.29436
H 3.58037 1.03371 -4.04992
H 5.14834 -0.99816 0.89191
H 5.88317 -0.26269 -0.50868
H 4.25998 -2.86840 -0.64117
H 6.02621 -2.76931 -0.55123
H 5.17047 -2.13501 -1.95560
H 1.44528 4.79768 -3.46728
H -0.06406 5.45153 -4.04625
H 1.12951 2.77754 -4.97177
H 1.18157 4.28979 -5.88546
H -0.36134 3.48926 -5.57633
C 4.05584 0.85987 4.19035
C 3.64745 1.24008 2.90517
N 2.41672 1.57451 2.58903
C 1.50078 1.61238 3.56859
C 1.82463 1.33043 4.90986
C 3.12874 0.89647 5.19625
C 0.88768 1.58498 5.96363
C -0.25781 2.23298 5.69051
C -0.60428 2.57030 4.33809
C -1.73638 3.35983 4.08473
C -2.01407 3.72340 2.79841
C -1.26301 3.13437 1.78124
N -0.25860 2.29078 1.96929
C 0.18560 2.14154 3.25714
H 5.08396 0.57909 4.37334
H 4.37138 1.26315 2.09927
H 3.39406 0.64912 6.21686
H 1.16299 1.33346 6.97990
H -0.93947 2.52491 6.47913
H -2.34089 3.70418 4.91489
H -2.83441 4.37876 2.54376
H -1.52801 3.33480 0.75976
N 3.16727 -4.11305 -6.52293
C 2.74184 -4.04481 -5.21769
C 1.94139 -5.05277 -4.67525
C 1.48096 -4.95763 -3.37687
C 1.82096 -3.86086 -2.59571
C 2.61782 -2.84812 -3.12271
C 3.06574 -2.93523 -4.42329
S 1.25187 -3.78662 -0.93751
O 2.37441 -3.80103 -0.04162
O 0.23300 -4.79193 -0.78181
N 0.60839 -2.28461 -0.78469
C -0.46454 -1.93048 -1.41364
S -1.44780 -2.86766 -2.52204
C -2.45251 -1.48438 -2.80363
C -2.09706 -0.43903 -2.05718
N -0.98434 -0.65308 -1.23319
H 3.10687 -4.99874 -6.99329
H 3.93927 -3.53461 -6.80212
H 1.67313 -5.90886 -5.28207
H 0.85261 -5.73228 -2.95822
H 2.87101 -1.98453 -2.51711
H 3.66863 -2.14224 -4.84450
H -3.27849 -1.52407 -3.49439
H -2.58967 0.51415 -2.05281
*
```


Number 1: calculated total energy -4936.162234 Eh. Number 2: calculated total energy -7583.763229 Eh. Number 3: calculated total energy -310.972725 Eh. Number 4: calculated total energy -568.576788 Eh. Number 5: calculated total energy -3725.967178 Eh.